Here is a gas-phase ion, C15H9N4O6 (charge -1) from the Open Molecules 2025 dataset. Energies are from the ωB97M-V functional and the def2-TZVPD basis.

As for the spin multiplicity: 1. The value obtained for the HOMO-LUMO gap is 7.05 eV. The LUMO energy comes out at 2.3 eV. The calculated total energy is -1247.215396 a.u. As for the total charge: -1. The value obtained for the largest force on an atom is 3.51 eV/Å.

```
34
Properties=species:S:1:pos:R:3:forces:R:3:mulliken_charge:R:1
C -1.301031 -0.243035 3.112725 -0.27 0.79 -0.24 -1.062
C -1.427781 1.092838 2.883599 0.55 -0.75 0.14 -0.791
C -0.100212 1.673124 2.388257 -0.04 -1.53 1.54 0.533
C 0.787397 0.435905 2.342708 -0.20 0.33 0.51 -0.239
C 0.051822 -0.682631 2.767381 0.73 -0.05 -0.41 0.259
C 0.662501 -1.944815 2.789564 -0.08 0.35 0.10 -0.680
C 2.024942 -2.039146 2.485218 0.05 0.37 0.00 -0.541
C 2.775509 -0.884712 2.185359 -0.46 0.08 0.00 -0.709
C 2.149892 0.367560 2.105122 -0.06 -0.42 0.04 0.121
H -2.038906 -0.946356 3.495153 -0.06 0.37 -0.13 0.412
H -2.310883 1.724029 2.999179 0.22 -0.36 0.04 0.439
H 0.340871 2.388672 3.101567 -0.35 -0.42 0.06 0.966
H 0.066224 -2.817568 3.060496 0.29 0.10 -0.06 0.389
H 2.523018 -3.011726 2.494555 -0.18 0.30 0.03 0.352
H 3.844199 -0.954389 1.999824 -0.17 -0.10 -0.01 0.366
H 2.692510 1.281912 1.859405 0.01 -0.35 0.00 0.416
O -4.403064 2.830487 -2.014420 1.02 0.66 1.15 -0.630
N -3.884159 3.557601 -1.148242 -0.04 0.42 0.23 0.905
O -4.361565 4.674867 -0.834768 0.28 -1.27 -0.48 -0.664
C -2.682208 3.153902 -0.431087 -1.00 0.71 0.11 -0.969
C -2.233547 3.990098 0.612462 0.34 -0.56 -0.27 -0.010
C -1.081245 3.696227 1.319648 0.56 0.36 0.39 -1.459
N -0.518546 4.658939 2.232153 -0.05 0.32 -0.05 1.083
O -1.111771 5.735427 2.445566 0.57 -1.15 -0.14 -0.730
O 0.589914 4.386851 2.773230 -1.35 0.56 -0.74 -0.692
C -0.215692 2.445904 1.130203 0.21 1.23 -1.58 1.459
C -0.739335 1.698111 -0.063163 2.18 -1.32 -1.10 -0.798
N 0.012928 0.808114 -0.816407 -2.43 1.88 0.40 0.773
O 1.086140 0.235174 -0.706079 -0.44 0.29 -0.09 -0.734
O -0.746288 0.626567 -2.022822 0.70 -0.84 0.40 -0.250
N -1.902304 1.358938 -2.026687 0.78 1.55 3.05 -0.546
C -1.847387 2.052142 -0.830023 -1.24 -1.07 -3.07 0.913
H -2.791960 4.898679 0.833050 0.23 -0.27 -0.06 0.594
H 0.799510 2.798886 0.841047 -0.30 -0.22 0.26 0.522
```
Positions in Å, forces in eV/Å.



Here is a gas-phase ion, C4H5N3 (charge +2) from the Open Molecules 2025 dataset. Energies are from the ωB97M-V functional and the def2-TZVPD basis.

As for the spin multiplicity: 1. The calculation puts the energy relative to the best compared isomer or geometry (same formula, charge and spin) at 0.000 eV. The value obtained for the HOMO-LUMO gap is 8.78 eV. The LUMO energy comes out at -12.8 eV. The calculated total energy is -318.798675 a.u. As for the total charge: +2. The value obtained for the largest force on an atom is 7.46 eV/Å.

```
12
Properties=species:S:1:pos:R:3:forces:R:3:mulliken_charge:R:1
C 1.977168 -0.181039 -0.012135 -1.22 -7.36 0.14 0.470
C 1.645572 1.147797 0.002312 -1.10 2.74 -0.92 0.003
C -0.576130 0.269812 -0.073802 -0.13 -3.81 0.57 0.455
C 0.017754 -1.398273 0.009466 -4.06 0.99 -4.73 -0.469
N 0.356628 1.192130 -0.019583 1.93 3.07 -0.20 -0.260
N 1.323135 -1.171139 -0.049653 4.85 2.91 1.12 0.098
N -1.826973 0.547799 0.009443 0.59 -0.28 0.74 -0.179
H 2.449262 1.864149 -0.154784 -0.80 1.05 0.39 0.420
H -0.502330 -1.706798 0.872893 0.10 -1.20 1.31 0.407
H -0.287350 -1.958722 -0.998897 0.13 0.82 2.26 0.411
H -2.600848 -0.122003 0.177144 0.58 0.30 -0.50 0.324
H -1.975886 1.516283 0.237592 -0.88 0.77 -0.18 0.320
```
Positions in Å, forces in eV/Å.



Here is 2 unconnected molecules or ions with the total composition C4H13NOS from the Open Molecules 2025 dataset. Energies are from the ωB97M-V functional and the def2-TZVPD basis.

As for the spin multiplicity: 2. As for the expectation value of S²: 0.756. The calculation puts the energy relative to the best compared isomer or geometry (same formula, charge and spin) at 1.370 eV. The value obtained for the HOMO-LUMO gap (spin up / spin down) is 10.79 / 4.94 eV. The LUMO energy (spin up / spin down) comes out at -2.8 / -8.3 eV. The calculated total energy is -688.031507 a.u. As for the total charge: +1. The value obtained for the largest force on an atom is 4.14 eV/Å.

```
20
Properties=species:S:1:pos:R:3:forces:R:3:mulliken_charge:R:1
C -1.431618 -0.249534 -0.619908 0.90 0.32 -0.90 -0.235
N -0.047200 -0.053663 -1.069102 -0.30 1.92 3.65 -0.004
C 0.401646 1.345211 -1.173502 -1.27 -0.74 -2.99 -0.876
C 0.084795 2.279910 -0.017323 0.32 0.28 1.21 -0.303
S 1.413113 1.971490 1.167102 0.56 -0.18 0.38 -0.144
C -1.663606 -1.682956 -0.269338 -1.30 -1.13 -1.60 -1.176
H -2.046487 0.178105 -1.417501 -0.33 -0.48 -0.21 0.385
H -1.670876 0.490121 0.173533 0.54 -0.38 0.18 0.262
H 0.594388 -0.588600 -0.488585 0.39 -0.85 -0.57 0.373
H 1.429832 1.376796 -1.526184 0.12 -0.06 0.38 0.511
H -0.219426 1.605258 -2.053318 0.33 0.84 0.23 0.315
H -0.836659 1.990447 0.470209 -0.38 0.09 -0.21 0.257
H 0.013960 3.335524 -0.289107 0.12 -0.27 -0.27 0.392
H 1.260685 2.926774 2.118960 -0.29 -0.11 -0.51 0.193
H -2.636412 -1.843045 0.199519 0.40 0.17 0.57 0.351
H -0.845276 -2.234865 0.181742 0.03 0.43 0.67 0.343
H -1.823552 -2.226056 -1.215818 0.19 0.15 0.08 0.355
H 2.831899 -2.753541 1.200409 -0.05 0.34 0.22 0.318
H 2.675127 -3.346852 2.540248 -0.05 -0.28 0.62 0.319
O 2.515666 -2.520524 2.087963 0.08 -0.06 -0.92 -0.635
```
Positions in Å, forces in eV/Å.



Here is a molecular structure, C3H4O4Rh from the Open Molecules 2025 dataset. Energies are from the ωB97M-V functional and the def2-TZVPD basis.

As for the spin multiplicity: 6. As for the expectation value of S²: 8.768. The value obtained for the HOMO-LUMO gap (spin up / spin down) is 8.43 / 8.02 eV. The LUMO energy (spin up / spin down) comes out at -10.3 / -13.3 eV. The calculated total energy is -527.208126 a.u. As for the total charge: +2. The value obtained for the largest force on an atom is 5.96 eV/Å.

```
12
Properties=species:S:1:pos:R:3:forces:R:3:mulliken_charge:R:1
O 0.741375 1.153199 0.922942 3.12 0.71 0.67 -0.200
C 1.718099 0.214488 0.836058 -5.40 -1.14 -2.26 0.991
C -0.605980 0.854342 0.516904 -1.06 -0.60 -0.16 -0.444
O 1.345602 -0.989111 1.044853 2.03 0.93 1.55 -0.800
O 2.593287 0.524442 0.017788 1.76 0.93 0.43 -0.038
C -0.729433 0.278225 -0.838992 -0.25 -1.01 -0.38 0.019
H -1.118216 1.823708 0.522487 0.25 -0.08 0.15 0.330
H -1.047384 0.215989 1.296642 -0.12 0.18 -0.24 0.363
H -0.673150 0.740396 -1.820881 -0.04 0.16 0.32 0.401
O -1.007989 -1.163524 -0.932027 -0.83 2.65 -0.83 -0.516
H -1.301571 -1.406567 -1.819308 -0.26 -0.07 -0.48 0.341
Rh 0.085360 -2.245587 0.253533 0.80 -2.66 1.22 1.554
```
Positions in Å, forces in eV/Å.



Here is a molecular structure, C17H38Cl12O3Si2 from the Open Molecules 2025 dataset. Energies are from the ωB97M-V functional and the def2-TZVPD basis.

As for the spin multiplicity: 1. The value obtained for the HOMO-LUMO gap is 10.24 eV. The LUMO energy comes out at 0.5 eV. The calculated total energy is -6997.541533 a.u. The value obtained for the largest force on an atom is 4.98 eV/Å.

```
72
Properties=species:S:1:pos:R:3:forces:R:3:mulliken_charge:R:1
O -7.756721 0.725236 1.661011 2.38 3.64 -2.43 -0.491
C -7.182483 1.641045 1.010532 -1.45 -3.42 2.65 0.096
O -5.768569 1.684992 0.983584 -2.84 0.31 -1.44 -0.182
C -5.243980 1.729006 -0.367628 2.44 -0.09 -1.40 -0.433
C -3.623308 1.558131 -0.226800 -0.83 0.58 1.27 -0.269
C -3.316304 0.785466 1.159513 1.25 -0.48 -0.97 -0.492
C -1.748987 0.297767 1.224178 -0.61 0.73 0.59 -0.380
Si -1.739783 -1.594693 1.580365 1.59 0.10 -0.79 0.443
O -0.876663 -2.420458 0.319621 -2.57 0.73 -0.38 -0.331
Si -1.870673 -2.453174 -1.120685 1.77 -0.49 1.27 0.618
H -7.880078 2.412676 0.529284 1.70 -0.57 0.15 0.332
H -5.397929 2.719659 -0.911709 -0.29 -1.19 0.91 0.275
H -5.584600 0.869591 -1.040239 -0.10 1.06 1.25 0.326
H -3.207931 2.620813 -0.166391 -0.30 -1.62 -0.08 0.082
H -3.169352 1.027632 -1.141138 -0.80 0.74 1.45 0.227
H -3.957406 -0.169524 1.174463 0.63 1.73 0.29 0.271
H -3.465263 1.440708 2.082302 -0.34 -0.99 -1.51 0.228
H -1.168208 0.599063 0.288691 -0.75 -0.49 1.23 0.050
H -1.256754 0.817851 2.133148 -0.61 -0.78 -1.53 0.382
H -1.103440 -1.861028 2.893456 0.15 -0.05 -0.18 -0.211
H -3.097996 -2.170324 1.687444 -0.10 0.11 -0.21 -0.111
H -2.089412 -1.047716 -1.489599 -0.15 0.11 -0.19 -0.169
H -1.113585 -3.194547 -2.151522 0.01 0.19 0.02 -0.164
H -3.143059 -3.156141 -0.917226 -0.16 0.07 0.16 -0.126
Cl -4.900927 6.085676 -0.445779 -0.02 -0.07 0.03 -0.188
C -3.273704 6.462341 -1.067597 0.23 0.09 -0.10 -0.469
C -3.024784 5.845093 -2.428733 -0.01 0.21 -0.07 -0.538
Cl -2.911787 4.069902 -2.348705 -0.06 0.10 -0.13 -0.077
H -2.542838 6.121066 -0.332426 -0.13 -0.06 -0.11 0.279
H -3.205622 7.549857 -1.136313 -0.04 -0.11 -0.07 0.392
H -2.076134 6.205033 -2.831230 -0.05 -0.04 0.12 0.260
H -3.813678 6.102774 -3.137545 0.02 -0.08 0.17 0.381
Cl 0.457012 5.446568 -2.068890 -0.02 0.04 0.08 -0.182
C 1.888459 4.481417 -2.512069 0.25 -0.18 -0.14 -0.302
C 1.530066 3.299678 -3.390372 0.10 0.15 -0.17 -0.494
Cl 0.597298 2.064358 -2.506817 -0.04 -0.02 0.05 -0.132
H 2.380918 4.163638 -1.591639 -0.13 0.05 -0.09 0.105
H 2.566235 5.149051 -3.046906 -0.09 -0.10 0.02 0.348
H 2.439936 2.814551 -3.746626 -0.06 0.10 0.13 0.241
H 0.946223 3.607695 -4.259646 -0.03 -0.01 0.19 0.395
Cl -2.591910 -6.402170 -1.623038 0.00 0.05 -0.03 -0.193
C -1.786618 -7.292895 -0.306585 0.10 -0.15 0.18 -0.459
C -2.664605 -7.413867 0.922241 0.06 -0.19 -0.06 0.213
Cl -2.910755 -5.844516 1.729584 -0.03 0.04 -0.02 -0.172
H -0.846881 -6.786275 -0.080312 -0.18 0.03 0.00 0.336
H -1.552950 -8.286610 -0.694305 -0.09 0.06 0.07 0.322
H -2.191590 -8.074541 1.651787 -0.08 0.31 -0.22 -0.382
H -3.645173 -7.825492 0.676310 0.10 0.15 -0.05 0.360
Cl 5.098964 3.500012 -3.191078 0.03 0.06 -0.08 -0.231
C 5.890559 2.578506 -1.885910 -0.05 -0.05 0.13 -0.145
C 5.013464 2.461742 -0.655774 0.05 -0.27 -0.14 -0.469
Cl 4.801836 4.027337 0.169128 -0.03 0.06 -0.02 -0.188
H 6.844606 3.065073 -1.655706 -1.10 0.06 -0.40 -0.002
H 6.102781 1.584211 -2.285243 -0.10 0.05 0.05 0.395
H 5.474838 1.783841 0.064819 0.04 0.09 -0.09 0.359
H 4.023660 2.072559 -0.902834 0.09 0.12 0.01 0.321
Cl 0.547342 -8.291436 5.018690 -0.03 0.00 -0.04 -0.177
C -0.810385 -9.416543 5.270424 -0.12 -0.10 0.06 -0.493
C -0.811294 -10.546474 4.260526 0.03 -0.14 0.31 -0.453
Cl -1.195196 -9.977394 2.616030 0.15 -0.23 0.08 -0.190
H -1.737697 -8.842445 5.231601 0.14 -0.05 -0.09 0.320
H -0.702393 -9.821697 6.278481 0.02 -0.04 -0.13 0.335
H -1.573351 -11.281240 4.527004 0.01 0.13 -0.01 0.301
H 0.153475 -11.055227 4.225978 -0.08 0.17 -0.05 0.335
Cl 8.633603 2.614199 -0.841018 1.06 -0.09 0.42 -0.191
C 10.013832 3.476531 -0.113713 0.33 0.07 0.24 -0.460
C 9.803589 4.977084 -0.096251 -0.02 -0.03 0.17 -0.515
Cl 9.839641 5.679349 -1.732795 -0.05 -0.03 0.00 -0.176
H 10.913786 3.202941 -0.666855 -0.18 0.07 -0.03 0.340
H 10.116054 3.104834 0.907786 -0.07 0.09 -0.08 0.306
H 10.603181 5.456095 0.471806 -0.02 -0.13 -0.07 0.349
H 8.851401 5.243780 0.365856 0.07 -0.09 -0.13 0.315
```
Positions in Å, forces in eV/Å.